(1)
111
Properties=species:S:1:pos:R:3:mulliken_charge:R:1 method="wB97M-V/def2-TZVPD" total_energy_ha=-3276.17304 homo_energy_ev=-9.0 e_lumo_ha=-0.069 orbital_gap_ev=7.118 de_lowest_kj_mol=9.3 total_charge=+1
Sc 0.262 0.009 0.260 -1.7857
C 1.113 -6.272 2.619 -1.6067
C 1.163 -4.774 2.486 0.6964
C 0.369 -3.961 3.296 -1.2344
C 0.380 -2.585 3.172 -0.0341
C 1.204 -1.950 2.234 -0.8039
N 1.307 -0.556 2.097 1.6060
C 1.684 0.170 3.199 1.7428
C 1.949 -0.388 4.471 -1.3215
C 2.215 0.379 5.582 -1.1554
C 2.220 1.772 5.514 0.1929
C 2.476 2.629 6.725 -1.6667
C 2.091 2.333 4.260 -0.7926
C 1.914 1.562 3.111 -0.0530
N 2.168 2.190 1.857 0.1393
C 2.968 3.268 1.696 -0.1002
C 3.191 3.436 0.350 -1.9567
C 2.486 2.399 -0.252 -0.4058
N 1.860 1.652 0.660 1.6484
C 1.973 -2.778 1.406 -0.4379
C 1.952 -4.161 1.526 -0.3829
N 2.784 -2.168 0.416 0.0396
C 4.066 -2.451 0.109 -0.1941
C 4.450 -1.580 -0.885 -1.6576
C 3.320 -0.792 -1.121 -0.5447
N 2.315 -1.148 -0.328 1.8955
H 0.739 -6.555 3.601 0.4079
H 2.095 -6.721 2.477 0.3837
H 0.439 -6.693 1.870 0.2741
H -0.267 -4.421 4.044 0.4136
H -0.246 -1.970 3.803 0.7834
H 1.946 -1.462 4.578 0.4749
H 2.416 -0.106 6.530 0.4103
H 2.095 2.160 7.632 0.4102
H 2.011 3.608 6.616 0.3896
H 3.549 2.786 6.861 0.3041
H 2.145 3.412 4.173 0.4775
H 3.371 3.816 2.526 0.5196
H 3.782 4.196 -0.130 0.4971
H 2.438 2.160 -1.299 0.5416
H 2.551 -4.763 0.851 0.5055
H 4.600 -3.239 0.612 0.4847
H 5.404 -1.516 -1.377 0.5024
H 3.206 0.000 -1.842 0.4085
C -1.918 -0.622 -4.328 -1.7677
N -1.507 -1.810 -3.611 0.8315
C -1.675 -3.041 -4.361 -1.2336
C -0.921 -1.784 -2.386 -0.6685
N -0.150 -0.814 -1.920 1.3017
C 0.617 -0.083 -2.867 -0.4350
C 1.390 -0.816 -3.746 -0.1455
C 2.152 -0.224 -4.758 -1.4743
C 2.154 1.133 -4.883 -1.0769
C 1.435 1.939 -3.971 1.2487
C 1.515 3.342 -4.121 -0.8794
C 0.915 4.169 -3.220 -1.5359
C 0.210 3.613 -2.148 0.0118
C 0.028 2.251 -1.996 -0.0925
N -0.641 1.831 -0.814 2.1532
C -1.730 2.494 -0.470 -1.0597
N -2.006 2.706 0.838 0.5641
C -3.366 2.635 1.350 -1.2747
C -0.935 2.802 1.820 -1.3780
N -2.656 2.988 -1.340 0.5915
C -2.894 2.379 -2.633 -0.8091
C -3.202 4.323 -1.172 -1.2735
C 0.661 1.351 -2.918 -0.1888
N -1.152 -2.894 -1.633 0.5361
C -0.218 -3.304 -0.610 -1.2909
C -2.456 -3.529 -1.573 -1.3143
H -2.940 -0.763 -4.688 0.4506
H -1.265 -0.422 -5.182 0.3215
H -1.913 0.231 -3.663 0.5085
H -1.282 -2.882 -5.369 0.3984
H -2.726 -3.327 -4.448 0.3550
H -1.121 -3.853 -3.898 0.3516
H 1.395 -1.895 -3.647 0.5461
H 2.725 -0.844 -5.435 0.4500
H 2.721 1.625 -5.664 0.4664
H 2.083 3.737 -4.954 0.4558
H 0.998 5.244 -3.312 0.4231
H -0.187 4.274 -1.387 0.6117
H -3.770 3.624 1.584 0.3137
H -3.365 2.042 2.266 0.4463
H -4.013 2.158 0.616 0.3717
H -0.064 3.254 1.349 0.1492
H -0.659 1.836 2.253 0.3423
H -1.268 3.452 2.629 0.5706
H -2.749 1.306 -2.547 0.1928
H -2.253 2.788 -3.422 0.1343
H -3.932 2.563 -2.910 0.5478
H -2.836 4.771 -0.251 0.3964
H -4.294 4.304 -1.156 0.3439
H -2.886 4.948 -2.013 0.3787
H 0.749 -2.858 -0.817 0.2474
H -0.114 -4.391 -0.633 0.5677
H -0.544 -3.015 0.397 0.2537
H -3.183 -2.956 -2.141 0.4909
H -2.786 -3.563 -0.530 0.3478
H -2.419 -4.554 -1.951 0.2767
O -3.221 -0.456 -1.610 -0.5826
C -3.134 -0.622 -0.407 -0.6742
C -4.321 -0.958 0.498 -0.8356
C -3.722 -0.988 1.902 -0.7488
C -2.286 -0.578 1.657 -0.4893
O -1.447 -0.304 2.509 -0.4733
N -1.987 -0.499 0.338 2.4086
H -4.755 -1.908 0.188 0.3506
H -5.091 -0.197 0.377 0.2958
H -3.739 -1.979 2.356 0.3323
H -4.202 -0.306 2.603 0.3502


(2)
12
Properties=species:S:1:pos:R:3:mulliken_charge:R:1 method="wB97M-V/def2-TZVPD" total_energy_ha=-813.86103 homo_energy_ev="-9.4 / -7.2" e_lumo_ha="-0.018 / -0.043" orbital_gap_ev="8.904 / 5.997" de_lowest_kj_mol=416.0
C 0.404 -0.502 -0.646 -0.0296
C -0.022 -1.093 -1.843 -0.6941
C -1.478 -1.350 -0.293 0.1946
N -0.592 -0.659 0.339 -0.4077
N -1.231 -1.688 -1.559 -0.0461
Si 0.837 2.149 1.953 0.1623
I 0.841 3.245 4.122 -0.0827
H 1.362 -0.018 -0.444 0.3371
H 0.483 -1.115 -2.704 0.4692
H -1.854 -2.197 -2.130 0.1614
H 1.579 0.900 1.926 -0.0387
H -0.328 2.328 1.280 -0.0257


(3)
251
Properties=species:S:1:pos:R:3:mulliken_spin:R:1 method="wB97M-V/def2-TZVPD" total_energy_ha=-6237.81958 homo_energy_ev="-8.1 / -8.1" e_lumo_ha="-0.003 / -0.003" orbital_gap_ev="8.053 / 8.050" s2=0.783 spin_multiplicity=2
O 12.474 14.898 13.639 -0.2473
V 13.789 14.071 13.581 1.1452
C 13.218 13.166 8.818 -0.0006
F 14.531 13.488 8.904 -0.0002
F 12.751 13.619 7.653 0.0000
F 12.998 11.870 8.891 -0.0001
S 12.361 14.029 10.324 0.0055
O 12.371 15.494 10.124 0.0018
O 10.963 13.531 10.405 0.0018
O 13.124 13.730 11.540 0.0197
C 16.103 16.569 15.787 -0.0011
C 15.147 15.631 16.459 -0.0091
C 13.974 16.445 17.188 0.0033
O 14.634 14.640 15.565 0.0547
H 16.515 17.230 16.550 0.0015
H 15.592 17.186 15.047 0.0003
H 16.998 16.155 15.323 0.0013
H 15.644 15.178 17.317 0.0020
H 14.380 17.139 17.925 0.0000
H 13.304 15.791 17.747 0.0008
H 13.367 16.943 16.432 0.0009
C 15.466 16.143 11.477 0.0000
C 15.467 17.687 11.527 -0.0016
O 16.765 18.073 11.907 0.0006
O 15.209 15.564 12.756 -0.0136
H 16.492 15.843 11.263 0.0038
H 14.796 15.756 10.710 0.0015
H 14.712 18.140 12.169 0.0004
H 15.129 18.014 10.544 0.0005
H 16.863 18.996 11.662 -0.0001
H 16.078 15.557 13.164 0.0068
C 10.197 15.957 16.633 -0.0017
C 8.792 15.983 17.173 -0.0001
O 8.189 14.742 16.952 0.0000
O 10.250 15.792 15.171 -0.0006
H 10.648 15.092 17.121 0.0006
H 10.850 16.778 16.930 0.0009
H 8.186 16.761 16.708 0.0000
H 8.747 16.170 18.246 0.0000
H 8.774 14.110 17.377 0.0001
H 9.704 15.032 14.959 0.0000
C 14.895 11.254 13.239 -0.0071
C 13.382 11.086 13.383 0.0197
O 12.898 12.082 14.317 0.0178
O 15.274 12.597 13.099 0.0134
H 15.254 10.681 12.385 -0.0012
H 15.363 10.820 14.123 -0.0033
H 13.145 10.112 13.810 -0.0007
H 12.935 11.224 12.398 -0.0070
H 12.725 11.578 15.115 0.0022
H 16.228 12.654 13.011 -0.0066
C 13.366 12.328 18.187 -0.0025
C 14.199 11.401 17.360 0.0014
O 13.479 10.412 16.663 -0.0001
O 12.646 13.199 17.344 -0.0087
H 13.985 12.972 18.811 0.0003
H 12.707 11.806 18.881 0.0003
H 14.987 11.043 18.023 0.0001
H 14.673 12.031 16.607 -0.0014
H 14.137 9.901 16.186 0.0000
H 13.259 13.700 16.800 0.0082
C 17.251 13.831 19.673 0.0002
C 17.732 13.089 18.408 0.0003
O 18.711 12.156 18.611 0.0000
O 18.218 14.766 20.071 0.0000
H 17.100 13.207 20.554 0.0000
H 16.295 14.337 19.542 -0.0004
H 18.121 13.709 17.600 -0.0003
H 16.860 12.558 18.025 -0.0002
H 19.464 12.640 18.958 0.0000
H 18.258 15.040 20.991 0.0000
C 15.039 26.056 15.879 0.0000
C 14.602 25.365 17.167 0.0000
C 14.083 26.425 18.164 0.0001
C 13.355 25.869 19.352 -0.0001
C 12.145 24.981 18.930 0.0000
C 12.541 23.895 17.904 0.0001
N 13.531 24.358 16.945 0.0000
O 13.842 23.406 16.020 0.0000
C 13.084 22.770 18.718 -0.0002
C 11.264 23.449 17.177 -0.0006
C 15.833 24.693 17.862 0.0000
H 15.354 25.356 15.105 0.0000
H 15.840 26.795 15.906 0.0000
H 14.182 26.623 15.517 0.0000
H 14.949 26.938 18.582 0.0000
H 13.432 27.152 17.677 0.0000
H 13.145 26.712 20.010 0.0000
H 14.136 25.266 19.816 0.0000
H 11.391 25.598 18.442 0.0000
H 11.654 24.598 19.824 0.0000
H 13.555 22.024 18.077 0.0001
H 13.767 23.035 19.525 0.0000
H 12.250 22.271 19.211 0.0001
H 10.948 24.246 16.504 0.0000
H 11.428 22.482 16.700 0.0004
H 10.448 23.193 17.853 0.0000
H 16.391 24.091 17.145 0.0000
H 15.662 24.031 18.711 0.0000
H 16.567 25.424 18.199 0.0000
H 13.552 23.772 15.181 0.0000
C 18.169 12.082 14.961 0.0007
C 18.911 11.922 13.657 -0.0001
C 18.913 10.398 13.198 -0.0002
C 19.363 10.130 11.710 0.0002
C 18.475 10.864 10.767 0.0002
C 18.333 12.376 11.119 0.0000
N 18.217 12.621 12.568 0.0031
O 17.843 13.916 12.846 -0.0014
C 19.527 13.177 10.440 0.0000
C 17.117 12.826 10.306 -0.0022
C 20.337 12.453 13.750 -0.0001
H 18.503 11.393 15.737 0.0000
H 17.096 11.903 14.889 -0.0009
H 18.342 13.108 15.284 0.0000
H 19.576 9.805 13.828 -0.0001
H 17.921 9.966 13.331 0.0001
H 19.365 9.051 11.556 0.0000
H 20.410 10.402 11.577 0.0000
H 17.509 10.370 10.868 0.0000
H 18.745 10.727 9.720 0.0000
H 19.439 14.263 10.464 0.0000
H 20.551 12.927 10.720 0.0000
H 19.463 12.873 9.395 0.0000
H 17.047 13.913 10.263 0.0002
H 17.150 12.580 9.245 0.0001
H 16.161 12.501 10.717 0.0002
H 20.481 13.476 14.097 -0.0001
H 20.848 12.484 12.788 -0.0001
H 20.890 11.780 14.405 0.0001
H 18.572 14.521 12.696 -0.0005
C 19.019 23.227 21.665 0.0000
C 18.474 21.948 21.161 0.0000
C 18.508 21.688 19.632 0.0001
O 19.169 20.836 21.808 0.0000
H 20.071 23.296 21.389 0.0000
H 18.943 23.243 22.752 0.0000
H 18.509 24.125 21.314 0.0000
H 17.427 21.868 21.455 0.0000
H 18.373 20.607 19.578 0.0000
H 19.467 21.924 19.171 0.0000
H 17.675 22.095 19.058 -0.0001
H 20.041 20.816 21.407 0.0000
C 9.297 12.514 14.826 0.0017
C 9.400 12.350 13.360 -0.0003
C 8.112 11.966 12.655 0.0000
O 10.036 13.457 12.775 -0.0007
H 8.630 13.343 15.063 0.0000
H 10.283 12.736 15.235 -0.0007
H 9.064 11.509 15.176 0.0000
H 10.126 11.541 13.294 -0.0002
H 7.641 11.071 13.061 0.0000
H 8.246 11.935 11.574 0.0000
H 7.418 12.752 12.953 0.0000
H 10.201 13.329 11.838 0.0002
C 19.905 16.333 16.674 -0.0003
C 20.621 17.351 17.523 -0.0001
C 19.681 17.891 18.608 -0.0002
O 21.699 16.786 18.162 0.0000
H 19.140 16.773 16.036 0.0004
H 19.536 15.499 17.271 0.0001
H 20.672 16.022 15.965 0.0000
H 20.860 18.209 16.895 0.0000
H 20.174 18.552 19.320 0.0001
H 19.305 16.995 19.103 0.0001
H 18.853 18.419 18.134 0.0000
H 21.358 16.001 18.597 0.0000
C 8.028 12.115 19.427 0.0000
C 9.432 11.786 18.967 -0.0002
C 9.509 10.443 18.325 0.0001
O 9.948 12.855 18.151 -0.0002
H 7.700 11.305 20.079 0.0000
H 7.233 12.173 18.684 0.0000
H 7.955 13.060 19.967 0.0000
H 9.996 11.803 19.900 0.0000
H 9.154 10.380 17.296 0.0000
H 9.069 9.634 18.908 0.0000
H 10.550 10.130 18.239 0.0001
H 10.900 12.798 18.041 -0.0003
C 10.211 20.588 20.204 0.0000
C 10.624 19.580 19.044 -0.0001
C 11.757 18.666 19.608 -0.0006
O 9.438 18.827 18.632 0.0000
H 9.810 20.044 21.059 0.0000
H 9.343 21.148 19.857 0.0000
H 11.012 21.254 20.528 0.0000
H 11.063 20.097 18.191 0.0001
H 12.348 18.219 18.809 0.0001
H 11.314 17.865 20.199 0.0001
H 12.411 19.143 20.338 0.0000
H 8.779 19.495 18.430 0.0000
C 18.223 21.821 14.851 0.0000
C 16.775 21.393 14.661 0.0001
C 16.139 20.668 15.784 -0.0007
O 16.110 22.547 14.335 0.0000
H 18.625 22.332 13.977 0.0000
H 18.887 20.993 15.097 0.0000
H 18.303 22.437 15.747 0.0000
H 16.767 20.703 13.817 0.0000
H 15.383 19.995 15.381 0.0003
H 15.653 21.372 16.461 0.0000
H 16.861 19.995 16.246 0.0002
H 15.939 23.056 15.131 0.0000
C 20.691 17.265 11.119 0.0001
C 20.170 17.088 12.591 0.0001
C 19.942 18.449 13.330 -0.0001
O 18.929 16.428 12.470 0.0000
H 21.033 16.281 10.799 0.0000
H 21.601 17.861 11.193 -0.0001
H 19.935 17.734 10.488 0.0000
H 20.776 16.366 13.138 0.0000
H 19.295 18.205 14.172 0.0001
H 19.554 19.213 12.656 0.0000
H 20.888 18.851 13.693 0.0000
H 18.259 17.106 12.356 0.0000
C 12.544 19.907 12.984 0.0001
C 12.133 18.968 14.084 0.0026
C 12.174 19.522 15.564 -0.0001
O 10.836 18.375 13.925 0.0002
H 11.962 20.825 13.059 0.0000
H 12.449 19.586 11.946 -0.0001
H 13.566 20.227 13.190 0.0001
H 12.776 18.094 13.981 -0.0031
H 11.745 18.934 16.375 0.0003
H 11.722 20.501 15.403 0.0002
H 13.233 19.700 15.754 -0.0003
H 10.878 17.482 14.275 -0.0001
C 13.840 14.215 21.919 0.0000
C 12.887 15.251 21.140 -0.0003
C 11.444 14.657 20.950 0.0001
O 12.694 16.441 21.851 0.0000
H 14.811 14.707 21.974 0.0000
H 13.846 13.230 21.452 -0.0001
H 13.556 14.055 22.959 0.0000
H 13.312 15.563 20.186 0.0002
H 10.718 15.276 20.423 0.0000
H 11.029 14.579 21.954 0.0000
H 11.397 13.723 20.391 0.0000
H 13.516 16.934 21.916 -0.0001
C 15.076 19.896 21.098 0.0001
C 15.193 18.452 20.763 -0.0007
C 16.594 18.155 20.202 -0.0004
O 15.051 17.791 22.019 0.0000
H 15.309 20.485 20.211 0.0000
H 15.712 20.355 21.855 0.0000
H 14.121 20.112 21.578 0.0000
H 14.454 18.132 20.028 0.0006
H 16.665 17.075 20.073 0.0002
H 17.401 18.624 20.766 0.0000
H 16.702 18.626 19.225 0.0001
H 15.825 17.976 22.555 0.0000


(4)
82
Properties=species:S:1:pos:R:3:mulliken_spin:R:1 method="wB97M-V/def2-TZVPD" total_energy_ha=-4546.77439 homo_energy_ev="-4.8 / -7.9" e_lumo_ha="0.002 / 0.001" orbital_gap_ev="4.825 / 7.919" s2=0.755 spin_multiplicity=2
Cu -0.185 -1.536 -1.674 0.0334
O 2.097 1.819 -0.433 -0.0032
C 1.139 1.647 -1.422 -0.0022
C 1.668 1.536 -2.700 0.0273
C 0.835 1.444 -3.799 -0.0352
C -0.538 1.503 -3.622 -0.0001
C -1.047 1.679 -2.347 -0.0116
C -0.232 1.746 -1.211 0.0152
P -0.887 2.116 0.462 0.0059
C -0.906 3.951 0.402 -0.0006
C -0.321 4.628 1.467 0.0007
C -0.309 6.019 1.506 0.0000
C -0.885 6.741 0.474 -0.0001
C -1.473 6.073 -0.596 -0.0003
C -1.482 4.689 -0.632 0.0003
C -2.685 1.746 0.334 0.0120
C -3.257 0.745 -0.448 -0.0149
C -4.625 0.493 -0.386 0.0043
C -5.439 1.230 0.458 0.0004
C -4.878 2.221 1.254 -0.0003
C -3.517 2.469 1.196 0.0007
C 2.098 1.205 0.800 -0.0040
C 2.313 2.071 1.862 0.0004
C 2.446 1.586 3.148 0.0000
C 2.380 0.219 3.376 0.0001
C 2.182 -0.640 2.310 -0.0017
C 2.034 -0.180 0.999 0.0020
P 1.783 -1.326 -0.402 0.0017
C 1.533 -2.991 0.358 -0.0185
C 0.767 -3.226 1.496 0.0141
C 0.463 -4.520 1.901 0.0011
C 0.914 -5.605 1.166 0.0039
C 1.673 -5.385 0.024 -0.0150
C 1.979 -4.094 -0.374 0.0391
C 3.469 -1.508 -1.081 -0.0073
C 3.622 -1.580 -2.461 -0.0033
C 4.879 -1.771 -3.022 0.0015
C 5.990 -1.892 -2.202 -0.0002
C 5.843 -1.833 -0.820 0.0003
C 4.590 -1.647 -0.263 0.0004
H 2.743 1.509 -2.800 0.0003
H 1.257 1.327 -4.789 -0.0027
H -1.210 1.420 -4.465 0.0187
H -2.117 1.766 -2.231 0.0152
H 0.128 4.059 2.274 0.0001
H 0.150 6.533 2.341 0.0000
H -0.877 7.823 0.497 0.0000
H -1.923 6.635 -1.404 0.0000
H -1.941 4.180 -1.471 -0.0007
H -2.639 0.129 -1.091 0.0089
H -5.047 -0.284 -1.012 -0.0005
H -6.505 1.040 0.493 0.0000
H -5.501 2.800 1.924 0.0000
H -3.094 3.249 1.819 0.0000
H 2.365 3.130 1.647 0.0000
H 2.605 2.273 3.969 0.0000
H 2.509 -0.181 4.373 0.0001
H 2.189 -1.706 2.496 0.0000
H 0.388 -2.401 2.079 -0.0009
H -0.129 -4.674 2.795 -0.0002
H 0.674 -6.614 1.476 0.0002
H 2.024 -6.222 -0.566 -0.0003
H 2.563 -3.946 -1.275 -0.0012
H 2.747 -1.503 -3.094 0.0089
H 4.987 -1.829 -4.097 0.0000
H 6.970 -2.040 -2.636 0.0000
H 6.709 -1.935 -0.179 0.0000
H 4.481 -1.600 0.815 -0.0002
O -1.055 -1.036 0.161 -0.0745
N -2.046 -1.692 0.696 -0.0061
C -2.505 -1.297 1.897 0.0030
C -3.545 -1.976 2.497 -0.0006
C -4.114 -3.067 1.859 0.0020
C -3.623 -3.449 0.622 0.0040
C -2.582 -2.746 0.051 -0.0040
H -1.998 -0.434 2.305 0.0003
H -3.899 -1.636 3.459 0.0001
H -4.929 -3.608 2.318 0.0004
H -4.033 -4.292 0.085 0.0010
H -2.125 -2.968 -0.907 0.0016
S -1.277 -2.374 -4.758 0.2841
C -0.809 -2.206 -3.268 0.6965